{
  "formula": "C48H109N14O14",
  "method": "ωB97M-V/def2-TZVPD",
  "charge": -1,
  "gap_ev": 5.8,
  "multiplicity": 1,
  "lumo_energy_ev": 1.84,
  "max_force_ha_per_bohr": 0.10760,
  "e_above_lowest_kj_mol": 327.7,
  "total_energy_ev": -101071.8018,
  "elements": ["C", "C", "C", "C", "C", "C", "N", "O", "C", "C", "C", "H", "H", "H", "H", "H", "H", "H", "H", "H", "H", "H", "H", "H", "H", "H", "H", "H", "H", "C", "C", "O", "N", "C", "H", "H", "H", "H", "H", "H", "H", "C", "C", "O", "N", "C", "H", "H", "H", "H", "H", "H", "H", "C", "C", "O", "N", "C", "H", "H", "H", "H", "H", "H", "H", "C", "C", "O", "N", "C", "H", "H", "H", "H", "H", "H", "H", "C", "C", "O", "N", "C", "H", "H", "H", "H", "H", "H", "H", "C", "C", "O", "N", "C", "H", "H", "H", "H", "H", "H", "H", "C", "C", "O", "N", "C", "H", "H", "H", "H", "H", "H", "H", "C", "C", "O", "N", "C", "H", "H", "H", "H", "H", "H", "H", "C", "C", "O", "N", "C", "H", "H", "H", "H", "H", "H", "H", "C", "C", "O", "N", "C", "H", "H", "H", "H", "H", "H", "H", "C", "C", "O", "N", "C", "H", "H", "H", "H", "H", "H", "H", "C", "C", "O", "N", "C", "H", "H", "H", "H", "H", "H", "H", "C", "C", "O", "N", "C", "H", "H", "H", "H", "H", "H", "H"],
  "positions_angstrom": [[2.18614, -0.90106, 1.84307], [0.80880, -0.11872, 1.74614], [1.19293, 1.37912, 1.70102], [1.78091, 1.84424, 0.37209], [0.69837, 1.63680, -0.74734], [0.28260, 0.14138, -0.79611], [-0.09188, -0.44818, 0.59434], [-0.58461, -1.83810, 0.65000], [1.46198, -0.67508, -1.40845], [-0.98434, 0.13334, -1.64367], [-0.13104, -0.25972, 3.00090], [2.35437, -0.86050, 2.91925], [3.08234, -0.51792, 1.35509], [1.98146, -1.93250, 1.55611], [1.81730, 1.51568, 2.58397], [0.26020, 1.92435, 1.84537], [2.59456, 1.15767, 0.13822], [2.04413, 2.89253, 0.51322], [1.27591, 1.89462, -1.63508], [-0.09203, 2.38712, -0.72789], [1.27237, -1.70769, -1.70148], [2.16310, -0.72676, -0.57546], [1.97947, -0.10959, -2.18338], [-1.86490, 0.50839, -1.12208], [-1.10236, -0.93116, -1.84617], [-0.95320, 0.66695, -2.59360], [-0.94877, 0.46078, 2.98383], [0.41727, -0.20170, 3.94116], [-0.54824, -1.26385, 3.07684], [-2.16538, -5.13751, -0.69813], [-2.95143, -5.24173, 0.60098], [-3.89367, -6.05137, 0.67247], [-2.70324, -4.26944, 1.51780], [-3.43423, -4.17716, 2.84225], [-1.31388, -5.81727, -0.66670], [-1.73316, -4.14063, -0.78487], [-2.79955, -5.33716, -1.56188], [-2.19088, -3.43174, 1.28146], [-4.06032, -5.06726, 2.90412], [-4.05248, -3.27967, 2.82249], [-2.72685, -4.22490, 3.67016], [-3.75757, -0.02880, 1.68038], [-4.66415, -0.65569, 0.61480], [-5.90417, -0.27948, 0.49991], [-3.95157, -1.50958, -0.15584], [-4.35790, -2.13638, -1.42769], [-3.59139, -0.87177, 2.35112], [-4.24163, 0.86513, 2.07367], [-2.74522, 0.31628, 1.47020], [-2.96823, -1.46660, 0.07065], [-5.32541, -2.63826, -1.41560], [-3.62365, -2.87782, -1.74270], [-4.40349, -1.36585, -2.19730], [0.57445, -0.10593, -5.85899], [-0.69602, 0.63695, -5.97090], [-1.51637, 0.18380, -6.67889], [-0.89803, 1.73077, -5.24403], [-2.00728, 2.61637, -5.32553], [0.49319, -1.15281, -6.15146], [0.69992, -0.13303, -4.77658], [1.25078, 0.55490, -6.40119], [-0.15797, 2.14473, -4.69535], [-2.50336, 2.61547, -6.29610], [-1.47441, 3.53374, -5.07536], [-2.71628, 2.37323, -4.53414], [3.12491, -4.82759, -3.35219], [3.44218, -5.13409, -4.75207], [4.59355, -5.09625, -5.13772], [2.34619, -5.52365, -5.49048], [2.22106, -5.81229, -6.84769], [2.52296, -3.92122, -3.28701], [4.04313, -4.78541, -2.76637], [2.56084, -5.68383, -2.98234], [1.46797, -5.36767, -5.01666], [2.71829, -5.08211, -7.48620], [1.18737, -5.78530, -7.19244], [2.68471, -6.78927, -6.98427], [-2.30681, 3.26469, 3.97089], [-3.27699, 3.79610, 5.05386], [-4.40566, 3.24612, 5.23336], [-2.80457, 4.60340, 6.06662], [-3.57779, 5.28017, 7.16390], [-2.24094, 3.92089, 3.10304], [-2.47466, 2.24212, 3.63284], [-1.35351, 3.33548, 4.49464], [-1.94876, 5.12626, 5.94704], [-4.64101, 5.39170, 6.95120], [-3.21078, 6.30617, 7.19090], [-3.53235, 4.93035, 8.19523], [3.71480, 3.19968, -3.45849], [2.73039, 3.29053, -4.64163], [1.70765, 2.64540, -4.58165], [2.95295, 4.05881, -5.68762], [2.14352, 4.01810, -6.92967], [4.30388, 4.10198, -3.29434], [4.32417, 2.30809, -3.60626], [3.09725, 3.01250, -2.58004], [3.63767, 4.78360, -5.52656], [1.68117, 3.03868, -7.05242], [2.82647, 4.35587, -7.70914], [1.32244, 4.72332, -6.80081], [1.00555, -3.97258, 3.39321], [1.97429, -4.53786, 2.38031], [2.97005, -5.14246, 2.80393], [1.56565, -4.52371, 1.15858], [2.16793, -5.11240, 0.00637], [0.55987, -3.04296, 3.03926], [1.47142, -3.82263, 4.36716], [0.29154, -4.68800, 3.80120], [0.86663, -3.81153, 1.00279], [2.92303, -4.41578, -0.35784], [1.54563, -5.28840, -0.87105], [2.71201, -6.02846, 0.23639], [-1.57625, -3.21363, -4.31681], [-0.93660, -4.59885, -4.62843], [0.23249, -4.82158, -4.27079], [-1.70102, -5.43165, -5.28051], [-1.36857, -6.76761, -5.59051], [-1.33988, -3.06387, -3.26333], [-2.60821, -3.04097, -4.62233], [-1.18273, -2.40684, -4.93515], [-2.56998, -5.09824, -5.67273], [-0.74814, -6.81971, -6.48519], [-2.24398, -7.39490, -5.75864], [-0.84655, -7.20792, -4.74096], [0.55772, 5.60380, 0.73083], [0.99025, 5.85824, -0.65738], [2.11690, 6.38495, -0.74254], [0.15566, 5.69657, -1.64390], [0.39519, 6.02903, -3.01143], [-0.11331, 6.44242, 0.91665], [1.47453, 5.69374, 1.31348], [-0.06980, 4.71699, 0.81959], [-0.79174, 5.42362, -1.42475], [-0.33823, 5.48301, -3.60476], [1.33764, 5.55292, -3.28202], [0.39924, 7.11045, -3.14784], [-3.88346, 2.82027, -0.45938], [-4.04883, 4.26591, -0.87953], [-3.17942, 5.09155, -0.58859], [-5.09963, 4.60209, -1.61374], [-5.34779, 6.00349, -1.91090], [-4.87721, 2.37549, -0.40709], [-3.42086, 2.56166, 0.49310], [-3.13618, 2.30722, -1.06472], [-5.88653, 3.98566, -1.75834], [-4.37024, 6.48089, -1.97864], [-6.12501, 6.40944, -1.26342], [-5.75844, 5.98759, -2.92046], [-0.62898, -3.37878, 6.45367], [-1.08143, -1.95651, 6.51592], [-0.25728, -1.16935, 6.86158], [-2.34856, -1.80675, 6.14451], [-2.84025, -0.47617, 5.85551], [-0.38136, -3.60943, 5.41753], [-1.46138, -4.03967, 6.69539], [0.19553, -3.46661, 7.16119], [-3.01410, -2.52163, 5.88738], [-2.10748, 0.32383, 5.96110], [-3.82342, -0.25745, 6.27220], [-2.99657, -0.19715, 4.81349], [5.58846, 0.16860, -0.31782], [6.87172, 0.90047, 0.00181], [7.51139, 1.59077, -0.81713], [7.33341, 0.63869, 1.19042], [8.54353, 1.34058, 1.60953], [5.85900, -0.80015, -0.73786], [5.07321, 0.78250, -1.05657], [4.90006, 0.11425, 0.52553], [6.81653, 0.10985, 1.87836], [8.31072, 2.34929, 1.95072], [9.30435, 1.39555, 0.83093], [8.97805, 0.81724, 2.46124], [-0.04990, 2.51044, 7.15531], [1.43737, 2.41061, 6.97026], [2.15330, 3.39677, 7.15374], [1.94001, 1.25847, 6.48701], [3.34381, 0.97638, 6.11115], [-0.51108, 1.69003, 6.60545], [-0.14397, 3.54377, 6.82144], [-0.23293, 2.33459, 8.21535], [1.34429, 0.45020, 6.37784], [3.47608, -0.05656, 6.43308], [3.97028, 1.65666, 6.68808], [3.35982, 0.94707, 5.02166]],
  "forces_ev_per_angstrom": [[-1.853, -0.353, 1.168], [-0.528, 0.498, -1.190], [-0.885, -0.607, -0.197], [-1.560, -0.565, 0.601], [2.285, -0.108, 1.268], [-0.448, -0.362, 0.629], [-0.417, 0.850, -0.097], [0.905, 1.290, -0.714], [0.054, 0.673, 0.856], [-0.027, -1.417, -0.133], [1.129, -1.175, -0.069], [0.554, -0.375, 0.152], [-0.464, 0.221, -0.249], [0.338, 0.009, -0.044], [0.285, 0.432, -0.067], [-0.086, 0.321, 0.211], [0.490, 0.663, -0.178], [0.517, -0.037, -0.495], [-0.383, -0.330, -0.613], [-0.416, -0.322, 0.506], [-0.438, 0.164, -0.083], [0.247, -0.276, -0.233], [-0.159, -0.154, -0.397], [0.147, -0.095, 0.368], [-0.738, -0.086, -0.264], [0.554, 0.064, -0.094], [0.179, 0.052, -0.162], [0.289, 0.608, 0.157], [-0.284, 0.002, -0.519], [0.542, 0.434, 0.536], [-2.067, 0.221, -0.938], [1.452, 0.536, 0.620], [-0.644, -0.263, 1.769], [0.531, -0.832, -1.950], [-0.095, -0.215, -0.116], [0.081, 0.164, -0.061], [-0.016, -0.199, 0.228], [0.605, -0.035, -0.351], [-0.138, 0.164, -0.044], [0.067, -0.016, 0.301], [0.075, 0.367, -0.058], [-0.564, -0.012, 0.229], [-2.568, 2.369, -0.981], [4.386, -1.932, 0.072], [-1.111, -0.268, -0.262], [0.087, 0.518, 0.237], [-0.155, 0.420, 0.847], [-0.407, -0.551, 0.598], [0.169, -0.460, -1.096], [0.600, -0.401, -0.248], [-0.009, 0.176, 0.514], [0.130, 0.135, 0.281], [-0.032, 0.025, -0.154], [0.302, 0.622, 1.540], [1.371, -0.361, 1.286], [-4.282, -1.339, -3.239], [1.189, 0.466, 0.869], [0.048, 0.107, 0.382], [-0.012, 0.472, -0.663], [1.212, 0.168, 0.085], [0.873, -0.720, 0.310], [0.479, -0.694, -0.265], [0.164, 0.100, 0.050], [-1.060, 0.772, -0.279], [-0.366, 0.211, -0.074], [-0.327, -0.291, 1.133], [-0.213, -0.614, -1.421], [0.437, -0.084, -0.964], [0.407, 1.041, 2.144], [1.132, -0.302, -1.445], [0.022, -0.071, 0.274], [-0.082, 0.339, -0.178], [-0.331, 0.231, 0.282], [0.148, -0.137, 0.130], [0.377, 0.000, -0.081], [-0.110, -0.319, 0.370], [-0.206, -0.169, -0.863], [0.311, 1.488, 1.065], [-3.115, -2.966, 1.694], [2.437, 1.662, -0.967], [0.150, 1.106, 0.497], [-0.429, 0.470, -1.117], [-0.151, 0.065, -0.005], [-0.445, 0.189, 0.387], [0.427, -0.318, -0.416], [0.101, -0.505, -0.500], [0.050, -0.431, -0.414], [0.146, 0.022, 0.032], [0.551, -0.841, -0.317], [-0.711, 0.277, -0.606], [0.000, -0.420, 1.913], [-1.194, -1.258, 0.102], [1.099, 0.924, -1.101], [0.363, 0.843, 1.500], [0.189, -0.168, -0.112], [0.251, 0.196, -0.057], [0.066, 0.110, -0.011], [0.049, -0.113, -0.631], [0.511, -0.001, -0.136], [-0.429, -0.359, -0.298], [-0.101, 0.113, -0.342], [0.188, 0.664, 0.940], [1.370, -2.106, 3.994], [-0.099, 0.332, -0.679], [-2.165, 0.704, -2.596], [1.746, 0.213, -0.554], [-0.423, -0.168, 0.127], [0.936, 0.652, -0.386], [-0.566, -0.391, -1.232], [-0.551, 0.180, -0.512], [0.319, 0.004, -0.209], [-0.699, 0.080, 0.579], [-0.235, -0.006, 0.293], [0.523, -0.459, -0.606], [1.103, 2.948, 0.836], [-2.245, 0.074, 0.354], [-1.988, -0.463, -0.939], [0.715, -1.428, -0.118], [-0.388, 0.459, -0.074], [-0.472, -0.867, 0.718], [1.086, -0.144, 0.210], [0.171, 0.217, 0.392], [0.182, -0.195, 0.043], [-0.176, 0.329, 0.001], [0.250, -0.004, -0.158], [-1.024, -0.037, -0.066], [3.175, 1.716, 1.587], [-0.629, -0.584, -1.261], [-2.250, -0.816, -0.855], [0.602, -0.724, -0.132], [-0.007, 0.135, 0.533], [-0.511, -0.434, 0.322], [0.343, -0.253, 0.398], [0.014, -0.125, 0.269], [-0.242, 0.520, -0.115], [0.300, 0.550, -0.219], [0.054, -0.108, -0.421], [-0.513, -0.398, 0.119], [2.430, -0.544, 1.548], [-0.025, 0.080, -0.193], [-1.349, 0.320, -0.252], [-0.145, -0.917, -1.320], [0.205, -0.685, -0.487], [-0.175, 1.227, 0.509], [-0.603, -0.061, -0.897], [0.425, -0.244, 0.206], [-0.441, 0.416, 0.567], [0.545, 0.417, 0.278], [-0.123, 0.362, -0.124], [-0.603, -0.662, 0.125], [0.159, -3.945, -0.383], [0.877, 3.271, 0.404], [-1.575, 2.721, -0.762], [-0.526, 1.414, -1.012], [0.379, 0.061, 0.226], [0.118, -0.278, 0.262], [0.002, -0.403, -0.374], [0.899, -0.416, 0.169], [0.111, -0.338, 1.472], [0.358, 0.087, 0.671], [-0.246, -1.271, -0.829], [-0.179, 1.013, -0.646], [-0.252, 0.348, -2.939], [-1.198, -0.734, 0.954], [1.905, 0.324, 2.384], [0.161, -0.281, 0.862], [-0.322, -0.041, 0.081], [0.002, -0.306, -0.267], [0.297, -0.378, 0.130], [0.014, 0.151, -0.324], [-0.006, 0.119, -0.176], [-0.396, -0.111, -0.120], [-0.038, -0.087, 0.009], [1.244, -0.660, 0.148], [1.429, 0.344, -0.533], [-0.151, -0.272, 0.173], [0.083, -0.852, -0.128], [-1.851, -0.313, 0.805], [-0.475, 0.531, -0.184], [-1.178, -0.248, 0.175], [-0.337, 0.460, 0.003], [-0.407, 0.231, 0.167], [0.517, 0.035, 0.103], [0.266, -0.007, -0.717], [0.778, 0.611, 0.015]],
  "lowdin_charge": [-0.01, -0.46, -0.16, -0.16, -0.13, -0.45, -0.15, -0.32, -0.01, -0.05, -0.04, 0.07, 0.04, 0.05, 0.11, 0.10, 0.07, 0.10, 0.08, 0.10, 0.07, 0.04, 0.07, 0.05, 0.06, 0.07, 0.05, 0.06, 0.05, -0.01, -0.53, -0.01, 0.04, -0.03, 0.08, 0.05, 0.08, 0.08, 0.07, 0.07, 0.06, -0.03, -0.48, -0.06, 0.03, -0.04, 0.06, 0.08, 0.05, 0.08, 0.08, 0.05, 0.08, 0.01, -0.66, 0.06, 0.00, -0.07, 0.08, 0.08, 0.08, 0.08, 0.09, 0.07, 0.08, -0.03, -0.56, 0.04, -0.02, -0.11, 0.09, 0.09, 0.08, 0.03, 0.08, 0.07, 0.09, 0.01, -0.47, -0.02, 0.00, -0.06, 0.08, 0.06, 0.06, 0.11, 0.08, 0.07, 0.07, 0.03, -0.57, 0.01, 0.02, -0.03, 0.08, 0.09, 0.07, 0.14, 0.08, 0.08, 0.08, -0.02, -0.59, 0.01, 0.02, -0.06, 0.05, 0.08, 0.08, 0.10, 0.08, 0.07, 0.09, 0.03, -0.48, 0.01, 0.02, -0.07, 0.07, 0.08, 0.06, 0.15, 0.08, 0.09, 0.10, -0.01, -0.60, 0.00, 0.02, -0.05, 0.09, 0.09, 0.07, 0.12, 0.08, 0.07, 0.09, 0.02, -0.55, 0.00, 0.00, -0.06, 0.08, 0.07, 0.07, 0.14, 0.08, 0.09, 0.08, 0.00, -0.61, 0.06, 0.05, -0.07, 0.04, 0.08, 0.09, 0.14, 0.06, 0.09, 0.06, 0.01, -0.58, 0.01, 0.01, -0.07, 0.10, 0.07, 0.05, 0.15, 0.09, 0.08, 0.08, 0.01, -0.57, 0.00, 0.01, -0.04, 0.05, 0.07, 0.09, 0.09, 0.08, 0.08, 0.07]
}